Entry from the Open Molecules 2025 dataset: 2 unconnected molecules or ions with the total composition C12H10Cl3N2O3 in a non-equilibrium geometry (ωB97M-V/def2-TZVPD).

The geometry in XYZ format:
```
30
Properties=species:S:1:pos:R:3:forces:R:3
C -1.939234 -2.973170 -2.637953 0.3 -0.5 0.1
C -2.216467 -2.653387 -1.173208 -0.8 -0.3 -0.2
C -2.307035 -3.807965 -0.183791 0.3 -0.4 -0.2
N -3.515875 -1.792680 -1.075462 -0.8 0.3 -0.3
O -4.117713 -1.815825 0.001951 0.6 0.3 -1.7
O -3.804487 -1.123473 -2.075671 0.1 -1.0 1.9
H -1.205886 -3.805811 -2.685219 -0.5 0.4 0.1
H -2.872014 -3.252118 -3.125847 0.1 -0.1 -0.2
H -1.473899 -2.108828 -3.126466 -0.4 -0.2 0.1
H -1.544269 -4.568817 -0.456735 -0.5 0.5 0.1
H -2.057059 -3.456236 0.827160 -0.4 -0.1 -0.4
H -3.310297 -4.236905 -0.212732 0.2 -0.2 0.1
Cl -1.039485 -1.553021 -0.633313 1.6 1.4 0.7
C 1.382902 0.051147 0.326820 -2.1 1.0 -3.1
Cl 2.195388 -1.222128 -0.470835 -0.1 -1.5 -0.3
C 1.047610 1.219097 -0.597097 0.4 -0.9 1.7
O 0.519433 1.203381 -1.716081 1.1 -0.2 1.1
C 1.617491 2.377640 0.138161 -0.8 -1.3 0.5
C 1.751518 2.347256 1.574592 -0.2 -0.6 0.2
C 2.384973 3.452065 2.158366 -0.1 0.0 0.2
C 2.830263 4.473609 1.361882 0.0 0.1 -0.5
C 2.672307 4.373557 -0.033043 -0.1 -0.2 0.2
N 2.093178 3.339926 -0.615922 0.5 1.7 -0.5
C 1.285391 1.215360 2.310631 -0.9 -0.3 -1.4
Cl 1.359171 1.162671 4.007106 -0.3 0.3 1.5
C 0.929185 0.029924 1.637405 1.8 1.1 0.7
H 2.507597 3.462547 3.237218 0.0 0.1 -0.1
H 3.294168 5.353308 1.772056 0.2 0.2 0.2
H 3.009579 5.166269 -0.690102 0.1 0.1 0.0
H 0.523557 -0.857392 2.156130 0.9 0.4 -0.2
```
Positions in Å, forces in eV/Å.

Summary:
charge = -1
calculated total energy = -2178.99296 hartree
maximum force = 3.87 eV/Å
ΔE to the lowest compared entry with this formula, charge and spin = 12.1 kcal per mole

Atom-resolved charges from Löwdin, all expressed in e: number 1, C, carries -0.0898; number 2, C, carries -0.8530; number 3, C, carries -0.0941; number 4, N, carries -0.3800; number 5, O, carries 0.0486; number 6, O, carries 0.0547; number 7, H, carries 0.0934; number 8, H, carries 0.0825; number 9, H, carries 0.0811; number 10, H, carries 0.0929; number 11, H, carries 0.0749; number 12, H, carries 0.0833; number 13, Cl, carries 0.8700; number 14, C, carries -0.7371; number 15, Cl, carries 0.6096; number 16, C, carries -0.4250; number 17, O, carries -0.0164; number 18, C, carries -0.1857; number 19, C, carries -0.1986; number 20, C, carries -0.0665; number 21, C, carries -0.0956; number 22, C, carries -0.1693; number 23, N, carries 0.1082; number 24, C, carries -0.7010; number 25, Cl, carries 0.6356; number 26, C, carries -0.1708; number 27, H, carries 0.0783; number 28, H, carries 0.0811; number 29, H, carries 0.0855; number 30, H, carries 0.1032